The following is a DFT calculation (ωB97M-V with the def2-TZVPD basis set) of C20H31IrN5OSSi as an isolated structure in a non-equilibrium geometry.

Its energy relative to the best compared isomer or geometry (same formula, charge and spin) is 41.7 kcal per mole. As for the spin multiplicity: 2. The expectation value of S² is 0.757. The HOMO energy (spin up / spin down) is -6.175 / -6.882 eV.

Geometry as XYZ:
```
60
Properties=species:S:1:pos:R:3:forces:R:3
Ir 0.43876 -0.14634 0.30537 -2.1 1.3 0.1
C -2.21387 1.79566 0.61985 0.4 0.2 -0.2
C -0.93315 2.52801 1.11247 -0.2 -0.1 0.2
N 0.26112 2.17529 0.33786 0.4 -0.4 0.1
C 0.27610 2.85543 -0.96734 0.1 -0.1 -0.1
C 0.87718 1.97404 -2.04625 0.0 0.0 0.2
N 0.36494 0.61436 -1.96607 0.3 -1.0 -0.4
C -0.94520 0.30335 -2.54000 -0.1 0.3 0.1
C -2.11685 0.82165 -1.69265 0.1 0.1 0.1
N -1.89356 0.67070 -0.24916 -0.6 -0.5 0.0
H -2.90322 2.48389 0.12000 0.1 0.1 0.0
H -2.71524 1.42671 1.51061 -0.1 -0.1 0.0
H -0.74096 2.22910 2.13928 -0.1 0.1 0.0
H -1.11662 3.60873 1.10496 0.1 0.0 0.0
H 1.09958 2.36594 0.87347 -0.1 0.3 0.0
H 0.83617 3.79324 -0.92415 0.0 0.1 0.1
H -0.74872 3.11384 -1.23181 0.0 0.0 0.1
H 1.95309 1.91775 -1.86574 0.0 -0.1 -0.1
H 0.71837 2.41255 -3.03993 0.0 0.1 0.0
H 1.03606 0.01608 -2.43648 -0.1 0.0 0.0
H -1.00734 -0.78424 -2.58929 0.1 0.0 0.0
H -1.04937 0.69981 -3.55950 0.0 0.0 0.0
H -3.00285 0.26309 -2.00563 -0.1 0.1 0.0
H -2.31598 1.87054 -1.91757 0.0 0.0 0.0
H -2.39062 -0.14953 0.06785 0.1 0.0 0.1
S -0.69745 -2.32369 -0.00009 1.0 0.5 0.2
C 0.36604 -3.42663 0.69380 -0.2 -0.4 0.2
N 1.08520 -4.21024 1.15722 0.0 0.2 -0.2
C 1.39394 1.39688 3.34327 0.0 0.2 -0.1
Si 0.49832 -0.14011 2.66070 0.2 -0.9 -0.7
C 1.41061 -1.58642 3.43761 0.1 0.0 0.1
C -1.19300 -0.14571 3.53164 -0.1 0.2 0.1
C -1.32188 0.33464 4.84070 -0.1 0.0 -0.1
C -2.53184 0.27366 5.52216 0.0 0.0 0.0
C -3.65660 -0.25137 4.89892 0.0 0.0 0.0
C -3.55730 -0.72832 3.59860 0.1 0.0 0.0
C -2.33601 -0.68396 2.93378 0.0 0.0 0.1
H 1.74597 1.19509 4.35900 0.0 0.0 -0.1
H 0.76094 2.28918 3.38967 0.1 0.0 0.1
H 2.27546 1.63166 2.73345 0.0 0.0 0.1
H 1.60903 -1.39293 4.49838 0.0 -0.1 0.0
H 2.36643 -1.75575 2.93262 0.0 0.0 0.0
H 0.83199 -2.50907 3.35985 0.0 0.0 0.0
H -0.45840 0.76121 5.34310 0.0 0.0 0.0
H -2.59751 0.62964 6.54416 0.0 0.0 0.0
H -4.60061 -0.29901 5.42747 0.0 0.0 0.0
H -4.42882 -1.14393 3.10553 0.0 0.0 0.0
H -2.25420 -1.10982 1.93905 0.0 0.0 0.0
O 2.62848 -0.49636 -0.25066 1.3 0.1 1.1
N 3.00242 -1.11414 -1.31391 -1.2 0.5 -0.7
C 3.75123 -0.44856 -2.21630 0.6 0.1 -0.4
C 3.86166 -0.89848 -3.51453 0.3 0.2 0.1
C 3.20732 -2.05357 -3.90616 0.1 -0.1 -0.2
C 2.50702 -2.75546 -2.94764 0.0 -0.3 0.3
C 2.42089 -2.27865 -1.65278 0.1 -0.8 -0.1
H 4.23439 0.43452 -1.82483 -0.1 0.1 -0.1
H 4.47382 -0.34040 -4.21065 0.0 0.0 0.0
H 3.29356 -2.42545 -4.91815 -0.1 0.1 0.0
H 2.02475 -3.69329 -3.18729 0.0 0.0 0.1
H 1.92212 -2.78628 -0.84189 -0.1 0.0 -0.1
```
Forces are in eV/Å.

Partial charges, natural (NBO), in e: 0.45 -0.24 -0.23 -0.63 -0.23 -0.23 -0.65 -0.23 -0.23 -0.64 0.18 0.24 0.23 0.18 0.41 0.20 0.20 0.21 0.19 0.39 0.22 0.18 0.20 0.18 0.40 -0.27 0.05 -0.43 -1.14 1.26 -1.13 -0.48 -0.15 -0.24 -0.22 -0.21 -0.23 0.24 0.21 0.22 0.22 0.24 0.25 0.20 0.21 0.21 0.21 0.21 -0.57 0.07 -0.03 -0.23 -0.21 -0.21 -0.01 0.23 0.23 0.23 0.24 0.27

***

The following is a DFT calculation (ωB97M-V with the def2-TZVPD basis set) of C10H32BrO11 as an isolated structure in a non-equilibrium geometry.

The net charge is -1. Its energy relative to the best compared isomer or geometry (same formula, charge and spin) is 625.3 kcal per mole. The HOMO energy is -4.161 eV.

Geometry as XYZ:
```
54
Properties=species:S:1:pos:R:3:forces:R:3
Br -6.72189 -14.83178 18.67526 2.9 -8.7 5.0
C -6.89219 -12.84972 16.85465 -1.1 2.0 -0.4
C -6.13423 -11.64301 16.25944 1.0 -1.5 0.2
O -4.79036 -11.75658 16.72288 -1.1 2.0 -3.6
O -6.95710 -12.64403 18.25429 -0.9 6.4 -1.9
H -6.43239 -13.80117 16.58741 0.7 0.8 -0.4
H -7.89851 -13.03009 16.47665 -0.1 0.9 -0.3
H -6.51028 -10.66215 16.55033 -0.6 -0.1 0.0
H -6.11327 -11.74272 15.17421 -0.3 0.2 -0.2
H -4.83902 -12.28055 17.52581 0.2 0.3 0.4
H -7.00805 -13.47679 18.72917 -1.7 6.0 0.4
C -6.27268 -17.51981 17.34189 6.1 -0.8 -4.1
C -5.05952 -17.33013 16.46163 -1.4 -1.3 -1.9
O -5.04714 -18.25768 15.43906 0.4 -3.4 -1.8
O -7.37048 -16.80614 16.92074 0.7 -2.8 -4.5
H -6.22772 -17.07330 18.33522 8.0 -2.2 -3.0
H -6.39156 -18.58199 17.55578 -0.4 -0.1 -0.6
H -4.11587 -17.34777 17.00689 0.2 -0.3 0.3
H -5.19491 -16.36023 15.98302 -0.1 -2.9 -1.6
H -4.25698 -18.09194 14.91965 -0.2 -0.1 -0.1
H -7.24024 -15.89350 17.18861 0.2 -2.2 -1.9
C -8.11601 -16.68325 21.13650 0.2 -0.4 -0.3
C -7.15010 -17.45659 20.20154 -0.5 0.0 0.8
O -7.36100 -17.33419 18.82883 -10.8 -3.4 11.3
O -8.04826 -15.30359 20.95266 -2.6 0.2 0.5
H -7.77362 -16.75091 22.16911 0.0 -0.9 0.2
H -9.14367 -17.04145 21.07543 -0.1 -0.2 -0.1
H -7.13015 -18.51685 20.45371 0.0 -0.1 0.2
H -6.17891 -17.01192 20.41867 0.5 -0.8 0.0
H -6.97278 -16.48712 18.59790 -2.9 1.1 1.7
H -7.98833 -15.03510 20.03292 -0.8 -0.4 0.1
C -6.03028 -13.51922 21.20473 -0.2 -1.6 -0.8
C -5.85853 -14.94002 21.73848 0.3 -0.2 0.2
O -4.64345 -15.19515 22.39727 1.1 0.2 0.8
O -5.17197 -13.35284 20.03184 -7.2 -0.3 15.2
H -5.94523 -12.69574 21.91377 0.6 -0.1 -0.1
H -7.06585 -13.52394 20.86464 0.1 0.7 0.2
H -5.86283 -15.63424 20.89816 0.0 1.0 0.2
H -6.71859 -15.27929 22.31581 0.8 0.6 0.7
H -4.17971 -15.87084 21.89728 0.1 0.1 0.1
H -5.34579 -14.01631 19.36014 -1.1 0.6 1.1
C -3.69742 -13.97783 18.57627 2.6 -1.5 -2.5
C -3.62998 -14.70354 17.24322 -2.9 0.8 -1.2
O -4.89945 -15.39592 16.91250 4.2 6.3 2.6
O -4.35597 -12.77546 18.61171 7.5 1.5 -8.0
H -2.62438 -13.86284 18.72953 0.2 0.0 1.3
H -4.27005 -14.58041 19.28133 3.0 -1.8 -0.4
H -2.81476 -15.42492 17.18703 -0.2 -0.1 0.2
H -3.59640 -13.99006 16.41988 0.9 0.3 0.2
H -5.62473 -14.97061 17.37582 1.3 0.5 -0.8
H -4.37300 -12.59595 19.55463 0.6 1.9 0.4
O -8.44508 -15.00082 16.81909 -4.8 2.6 -2.6
H -7.78831 -14.81331 17.48970 -2.2 1.4 -1.0
H -9.19018 -15.35419 17.30506 -0.2 -0.3 0.0
```
Forces are in eV/Å.

Partial charges, natural (NBO), in e: -0.09 -0.15 -0.07 -0.78 -0.75 0.16 0.20 0.16 0.15 0.47 0.34 -0.11 -0.11 -0.76 -0.75 0.18 0.16 0.11 0.24 0.44 0.44 -0.09 -0.12 -0.77 -0.78 0.16 0.17 0.19 0.14 0.43 0.45 -0.12 -0.09 -0.74 -0.82 0.20 0.19 0.16 0.18 0.46 0.47 -0.10 -0.11 -0.81 -0.72 0.17 0.16 0.18 0.22 0.43 0.53 -0.92 0.36 0.47

***

The following is a DFT calculation (ωB97M-V with the def2-TZVPD basis set) of CHF5N3OP3 as an isolated structure in a non-equilibrium geometry.

Its energy relative to the best compared isomer or geometry (same formula, charge and spin) is 7.4 kcal per mole. The HOMO energy is -11.079 eV.

Geometry as XYZ:
```
14
Properties=species:S:1:pos:R:3:forces:R:3
C 2.17288 -0.80448 -0.04660 2.9 -1.4 0.2
N -0.26004 1.60757 -1.14328 -0.5 -0.8 1.1
N -0.73635 -1.00864 -1.27687 -0.6 0.6 1.0
N -1.48241 0.36639 1.15136 1.3 -0.2 -2.1
O 1.52677 -0.08397 0.60981 0.2 -0.2 0.7
F 2.27919 -0.59489 -1.35760 0.0 0.0 -1.0
F -1.97238 2.75178 0.36951 1.4 -1.1 0.3
F 0.25839 2.31913 1.31109 -1.6 -0.7 -1.1
F -2.44046 -1.87494 0.64454 1.1 1.0 -1.2
F -0.12171 -1.97071 1.02348 -1.9 1.7 -1.1
P -0.15808 0.29066 -2.09838 -1.0 0.5 1.6
P -0.84359 1.62493 0.39149 0.4 2.3 -0.7
P -1.20102 -0.95056 0.26461 0.6 -3.4 1.9
H 2.97881 -1.67227 0.15685 -2.2 1.7 0.3
```
Forces are in eV/Å.

Partial charges, natural (NBO), in e: 0.76 -1.40 -1.42 -1.35 -0.54 -0.35 -0.53 -0.53 -0.53 -0.56 1.43 2.45 2.42 0.15